# 1
# C23H70N23O12

12 unconnected molecules or ions with the total composition C23H70N23O12 (the ωB97M-V functional and the def2-TZVPD basis, OMol25).

Properties
frontier orbital gap: 7.3 eV
calculated total energy: -83834.70292 eV

ORCA input file:
```
! RIJCOSX wB97M-V def2-TZVPD def2/J DEFGRID3
* xyz 1 1
C 1.9859 2.6508 -0.3990
C 0.5773 3.2024 -0.1427
C 0.6778 4.7311 -0.0105
C -0.3525 2.8647 -1.3091
C -0.8310 1.3939 -1.4378
C -0.7368 0.6230 -0.1355
C -0.1914 0.6783 -2.6298
O 0.9155 -0.1444 -2.2345
C 1.9823 -0.2081 -3.1457
C 1.6300 -0.4487 -4.5995
C 2.9291 -0.5570 -5.4344
C 4.2102 -0.7032 -4.6263
N 4.0536 -1.6078 -3.4309
C 2.7622 -1.4365 -2.6818
H 2.7344 3.2421 0.1222
H 2.0892 1.6025 -0.1266
H 2.2141 2.7417 -1.4636
H 0.1773 2.8318 0.7954
H 1.3720 5.1306 -0.7489
H -0.2869 5.1958 -0.2013
H 0.9897 5.0099 0.9909
H -1.2329 3.5026 -1.2336
H 0.1737 3.1779 -2.2146
H -1.8907 1.4244 -1.6896
H 0.2836 0.4220 0.1754
H -1.3245 -0.2910 -0.1690
H -1.2050 1.2344 0.6317
H -0.9366 0.0319 -3.0948
H 0.1196 1.4489 -3.3326
H 2.5956 0.6937 -3.0225
H 1.0423 0.3604 -5.0167
H 1.0428 -1.3642 -4.6405
H 2.8414 -1.3254 -6.1962
H 3.0526 0.3773 -5.9752
H 4.9917 -1.1294 -5.2451
H 4.5904 0.2565 -4.3021
H 4.1706 -2.5685 -3.7412
H 4.8385 -1.4231 -2.8091
H 2.1436 -2.3001 -2.9129
H 2.9194 -1.4407 -1.6084
C -0.3909 -3.5795 0.1170
O 0.5613 -3.3717 0.8560
N -1.2429 -4.6188 0.2837
N -0.6221 -2.7600 -0.9592
H -2.0208 -4.8023 -0.3217
H -1.0700 -5.2347 1.0573
H 0.0022 -1.9788 -1.0721
H -1.3895 -2.8662 -1.5980
C 2.1931 -2.7321 4.5255
O 1.6459 -3.7320 4.9514
N 2.0133 -2.2795 3.2472
N 3.0381 -1.9731 5.2982
H 2.4647 -1.4583 2.8946
H 1.4072 -2.8022 2.6357
H 3.2284 -2.2851 6.2360
H 3.5064 -1.1528 4.9630
C 8.1208 -0.0751 -5.8205
O 6.9159 0.1270 -5.6957
N 8.7337 -0.0246 -7.0321
N 8.9299 -0.3542 -4.7585
H 9.7161 -0.1757 -7.1626
H 8.1647 0.1899 -7.8294
H 8.5157 -0.3672 -3.8471
H 9.9168 -0.5098 -4.8429
C -3.2151 1.8099 2.6573
O -2.4001 2.4591 1.9927
N -3.1017 0.4641 2.7662
N -4.2759 2.3939 3.2684
H -3.7800 -0.1168 3.2189
H -2.3503 0.0260 2.2693
H -4.3953 3.3912 3.1841
H -4.9496 1.8759 3.7981
C 2.1988 -0.3346 8.7033
O 3.4062 -0.5003 8.5879
N 1.5969 -0.0959 9.9062
N 1.3907 -0.3914 7.6119
H 0.6099 0.0381 10.0124
H 2.1873 -0.0440 10.7146
H 1.8591 -0.5853 6.7434
H 0.3968 -0.2675 7.6277
C -4.3558 0.5433 -0.6638
O -3.8507 -0.3125 0.0502
N -5.2591 0.2550 -1.6421
N -4.0485 1.8710 -0.5055
H -5.6965 0.9441 -2.2239
H -5.5262 -0.7025 -1.7722
H -3.4178 2.1200 0.2458
H -4.4584 2.5982 -1.0610
C -8.8356 -0.2378 -1.8301
O -7.9212 -0.3708 -2.6280
N -10.0065 -0.9303 -1.9465
N -8.7532 0.6073 -0.7589
H -10.7700 -0.8405 -1.3043
H -10.0931 -1.5571 -2.7239
H -7.8939 1.1081 -0.6320
H -9.4909 0.7282 -0.0923
C -6.8500 5.5070 3.4412
O -5.8424 4.8520 3.2231
N -7.7682 5.1427 4.3845
N -7.1287 6.6533 2.7571
H -8.5972 5.6696 4.5819
H -7.5838 4.3100 4.9102
H -6.4674 6.9456 2.0627
H -7.9451 7.2109 2.9192
C -2.3018 3.7307 -5.9521
O -3.4707 4.0060 -5.7760
N -1.7132 3.7659 -7.1877
N -1.4788 3.3598 -4.9159
H -0.7489 3.5526 -7.3519
H -2.2917 4.0373 -7.9604
H -1.8825 3.3335 -3.9980
H -0.5115 3.1299 -5.0332
C 1.7248 -6.3124 -2.6829
O 0.7282 -7.0006 -2.6284
N 1.7042 -4.9828 -2.3292
N 2.9353 -6.8021 -3.1003
H 2.5153 -4.3998 -2.3460
H 0.8380 -4.6086 -1.9881
H 2.9705 -7.7715 -3.3553
H 3.7777 -6.2630 -3.1301
C 5.3490 -3.7243 8.4900
O 5.8333 -3.0802 7.5764
N 5.6454 -5.0522 8.6758
N 4.4728 -3.1914 9.3924
H 5.2598 -5.6076 9.4145
H 6.2814 -5.4737 8.0269
H 4.2260 -2.2176 9.2946
H 4.0634 -3.7286 10.1319
*
```

Here are the Löwdin charges for atoms 1 to 6, given in e: -0.067, -0.411, -0.069, -0.145, -0.306, -0.064

---

# 2
# H8IO4

5 unconnected molecules or ions with the total composition H8IO4 (the ωB97M-V functional and the def2-TZVPD basis, OMol25).

Properties
ΔE to the lowest compared entry with this formula, charge and spin: 13.87 kcal per mole
frontier orbital gap: 7.8 eV
calculated total energy: -16423.66076 eV

ORCA input file:
```
! RIJCOSX wB97M-V def2-TZVPD def2/J DEFGRID3
* xyz -1 1
I 0.4912 -1.4592 1.0825
O -2.5028 -0.4732 -0.7325
H -1.9498 -0.9962 -0.1865
H -3.3768 -0.5032 -0.2565
O -1.4188 1.6018 1.4535
H -0.9688 0.7748 1.4215
H -2.2098 1.4918 2.0015
O 0.3872 1.1058 -1.6105
H -0.3928 1.0218 -2.1445
H 0.3672 0.3428 -0.9865
O 4.0632 -0.8332 0.2565
H 4.2002 -0.6612 -0.6665
H 3.3102 -1.4132 0.3685
*
```

Here are the natural (NBO) charges for atoms 1 to 6, given in e: -0.946, -0.953, 0.488, 0.452, -0.958, 0.493

---

# 3
# C8H13BI2IrN4O

A molecular structure, C8H13BI2IrN4O (the ωB97M-V functional and the def2-TZVPD basis, OMol25).

Properties
ΔE to the lowest compared entry with this formula, charge and spin: 28.87 kcal per mole
frontier orbital gap (alpha / beta): 8.9 / 4.9 eV
⟨S²⟩: 8.780
calculated total energy: -36209.44822 eV

ORCA input file:
```
! RIJCOSX wB97M-V def2-TZVPD def2/J DEFGRID3
* xyz 2 6
Ir 0.0162 0.8056 -0.0947
I 1.8647 5.4975 0.3759
C -0.2509 5.4866 0.2083
I -1.1918 3.5528 0.0861
H -0.5310 6.0014 -0.7026
H -0.6670 5.9523 1.0934
B -1.0632 -2.7689 -0.0023
N -2.0053 -1.6045 -0.0481
C -3.3472 -1.7959 -0.0412
C -3.9832 -0.5767 -0.0902
C -2.9497 0.3484 -0.1282
N -1.7543 -0.2763 -0.1040
N 0.3864 -2.5059 0.0753
C 1.3106 -3.5220 0.1023
C 2.5506 -2.9716 0.2307
C 2.3127 -1.5832 0.2764
N 1.0106 -1.3177 0.1837
H -1.3804 -3.5402 0.9019
H -1.2901 -3.5594 -0.9137
H -3.7588 -2.7923 -0.0044
H -5.0404 -0.3770 -0.0976
H -3.0285 1.4223 -0.1815
H 1.0068 -4.5544 0.0288
H 3.4990 -3.4771 0.2881
H 3.0337 -0.7911 0.3882
C 3.0963 1.7822 -0.3664
O 1.7239 1.6506 -0.2367
H 3.4715 1.1801 -1.2015
H 3.6110 1.5100 0.5606
H 3.3480 2.8244 -0.5867
*
```

Here are the natural (NBO) charges for atoms 1 to 6, given in e: 1.368, 0.234, -0.682, 0.217, 0.252, 0.253

---

Q: Look up the calculated total energy of the second one.
A: -16423.66076 eV

---

Q: Which of these has the lowest calculated total energy?
A: C23H70N23O12

---

Q: Which value of calculated total energy does entry 2 give?
A: -16423.66076 eV

---

Q: The lowest calculated total energy belongs to which entry?
A: C23H70N23O12